Formula: C5HCl3IN
Source: the Open Molecules 2025 dataset
Level of theory: ωB97M-V/def2-TZVPD

Each atom is followed by the atoms it is bonded to, with distances in Å.
Element x y z (Å)
1 Cl -1.51 0.07 -1.63  C8 1.744
2 Cl -0.08 1.16 3.55  C9 1.753
3 Cl -2.28 1.34 1.14  C10 1.757
4 I 3.16 -0.11 3.26  C7 2.245
5 N 1.80 -0.65 0.50  C6 1.363, C7 1.365
6 C 0.88 -0.52 -0.49  N5 1.363, C8 1.394, H11 1.080
7 C 1.53 -0.06 1.70  I4 2.245, N5 1.365, C9 1.415
8 C -0.36 0.08 -0.31  Cl1 1.744, C6 1.394, C10 1.390
9 C 0.28 0.54 1.95  Cl2 1.753, C7 1.415, C10 1.416
10 C -0.70 0.60 0.93  Cl3 1.757, C8 1.390, C9 1.416
11 H 1.20 -0.93 -1.44  C6 1.080

Output
Lowest unoccupied orbital energy ... -0.3640 eV
DFT total energy ... -52358.643 eV
Gap between HOMO and LUMO ... 9.190 eV
SMILES string ... Clc1cnc(I)c(Cl)c1Cl
HOMO energy ... -9.55 eV